56
Properties=species:S:1:pos:R:3:mulliken_charge:R:1 method="wB97M-V/def2-TZVPD" total_charge=-2 gap_ev="4.5 / 4.4" homo_ha="-0.038 / -0.035" multiplicity=4
Tc -0.16 0.29 0.01 0.188
S -1.71 0.05 4.31 -0.463
C 0.03 -0.08 4.40 0.944
C 0.79 -0.26 5.54 -0.754
C 2.16 -0.33 5.41 -0.347
C 2.75 -0.24 4.15 -0.971
C 1.98 -0.07 3.02 0.481
C 0.59 0.02 3.11 -0.723
N -0.31 0.18 2.09 0.414
C -1.56 0.21 2.57 0.648
C -2.64 0.34 1.67 0.392
C -4.00 0.37 2.03 -0.936
C -4.95 0.49 1.04 -0.759
C -4.55 0.61 -0.29 -0.729
C -3.21 0.61 -0.63 -0.033
C -2.21 0.45 0.33 0.920
H 0.31 -0.34 6.50 0.364
H 2.77 -0.47 6.29 0.376
H 3.82 -0.32 4.05 0.376
H 2.44 -0.05 2.04 -0.202
H -4.28 0.30 3.08 0.395
H -6.00 0.48 1.29 0.354
H -5.30 0.72 -1.06 0.435
H -2.92 0.75 -1.66 0.271
S 6.91 2.92 0.17 -0.767
Sb 5.30 1.64 1.28 0.404
S 2.38 -0.07 -0.23 -0.161
S 3.22 1.70 -0.40 -0.225
S 6.14 -0.52 1.41 -0.713
Br 0.88 -3.11 -6.33 -0.243
C 0.36 -1.32 -5.91 -0.177
C 0.16 -0.42 -6.95 -0.151
N -0.24 0.82 -6.73 -0.669
C -0.47 1.19 -5.48 -0.163
C -0.29 0.36 -4.37 0.278
C 0.14 -0.95 -4.61 -0.087
C -0.59 0.88 -2.98 0.201
O -1.21 1.93 -2.88 -0.674
O -0.19 0.11 -2.05 -0.318
H 0.34 -0.70 -7.98 0.363
H -0.82 2.20 -5.33 0.487
H 0.30 -1.62 -3.78 0.461
C -0.71 3.23 0.12 -0.654
O 0.17 2.18 0.00 -0.468
H -0.17 4.16 0.36 0.212
H -1.46 3.04 0.91 0.186
H -1.24 3.36 -0.83 0.190
C -1.87 -2.49 -1.61 -0.814
C -0.77 -2.70 -0.61 0.612
N -0.48 -4.01 -0.30 -0.502
O -0.22 -1.79 0.02 -0.368
H -2.13 -3.41 -2.13 0.467
H -1.56 -1.73 -2.33 -0.020
H -2.73 -2.10 -1.08 0.164
H -0.61 -4.70 -1.03 0.227
H 0.33 -4.14 0.29 0.280


66
Properties=species:S:1:pos:R:3:mulliken_charge:R:1 method="wB97M-V/def2-TZVPD" total_charge=+2 gap_ev="8.9 / 8.3" homo_ha="-0.528 / -0.528" multiplicity=3
Ni 0.13 -0.48 0.57 0.108
C 2.41 1.28 2.20 -0.980
O 1.72 0.97 0.99 0.100
C 2.20 1.69 -0.15 -0.764
C 1.74 0.94 -1.38 -0.625
O 0.38 0.47 -1.23 0.143
C -0.68 1.43 -1.45 -0.398
C -1.05 2.13 -0.16 -0.669
O -1.15 1.13 0.86 0.111
C -2.07 1.41 1.92 -0.996
H 2.46 2.36 2.35 0.363
H 3.43 0.88 2.18 0.328
H 1.85 0.83 3.02 0.277
H 3.30 1.73 -0.14 0.537
H 1.83 2.72 -0.11 0.395
H 2.33 0.04 -1.51 0.277
H 1.82 1.55 -2.28 0.444
H -1.51 0.83 -1.80 0.026
H -0.38 2.14 -2.22 0.561
H -2.02 2.63 -0.28 0.613
H -0.32 2.89 0.15 0.190
H -1.73 2.27 2.50 0.297
H -2.10 0.53 2.55 0.287
H -3.06 1.60 1.51 0.365
C -2.07 -2.92 1.78 -1.523
C -2.32 -2.30 0.45 0.657
O -1.53 -1.46 -0.02 -0.261
C -3.53 -2.64 -0.31 0.866
C -4.40 -3.63 0.15 -0.355
C -5.53 -3.96 -0.59 -0.940
C -5.79 -3.29 -1.78 -0.441
C -4.93 -2.30 -2.24 -0.830
C -3.80 -1.98 -1.51 -0.015
H -1.17 -2.51 2.23 0.081
H -1.93 -4.00 1.66 0.447
H -2.92 -2.78 2.44 0.546
H -4.21 -4.16 1.07 0.407
H -6.20 -4.72 -0.24 0.437
H -6.68 -3.54 -2.35 0.443
H -5.14 -1.78 -3.16 0.444
H -3.12 -1.22 -1.86 0.296
N 1.34 -1.93 1.07 -0.080
S 2.12 -2.93 0.02 0.218
C 0.78 -3.60 -0.95 0.288
C 0.01 -4.66 -0.50 -0.225
C -1.02 -5.13 -1.31 -0.687
C -1.25 -4.53 -2.55 -0.576
C -0.46 -3.48 -2.99 -0.734
C 0.57 -3.02 -2.19 -0.245
C 2.66 -4.33 0.98 0.345
C 3.61 -5.15 0.40 -0.341
C 4.06 -6.25 1.11 -0.688
C 3.58 -6.50 2.39 -0.481
C 2.64 -5.65 2.97 -0.711
C 2.17 -4.55 2.26 -0.124
H 2.07 -1.54 1.66 0.260
H 0.22 -5.13 0.45 0.577
H -1.62 -5.96 -0.99 0.463
H -2.05 -4.91 -3.18 0.481
H -0.63 -3.05 -3.96 0.476
H 1.22 -2.22 -2.54 0.447
H 3.99 -4.95 -0.60 0.448
H 4.79 -6.91 0.67 0.415
H 3.94 -7.35 2.94 0.416
H 2.28 -5.84 3.97 0.427
H 1.44 -3.88 2.69 0.379


9
Properties=species:S:1:pos:R:3:mulliken_charge:R:1 method="wB97M-V/def2-TZVPD" total_charge=+1 gap_ev="7.6 / 7.1" homo_ha="-0.502 / -0.613" multiplicity=4
F -1.88 0.58 0.62 -0.484
O 0.65 -0.66 -1.14 -0.293
O 0.29 -2.47 0.21 -0.118
C 0.36 0.69 -0.52 0.248
C -0.03 -0.03 0.74 -0.169
C 0.35 -1.28 0.02 0.553
H 1.25 1.33 -0.46 0.510
H 0.23 0.23 1.76 0.342
Au -1.23 1.60 -1.23 0.410


26
Properties=species:S:1:pos:R:3:mulliken_charge:R:1 method="wB97M-V/def2-TZVPD" gap_ev=9.1 homo_ha=-0.307
C 3.81 -0.57 -0.71 -0.645
C 1.64 -0.71 -1.40 0.869
C 0.63 -0.58 -2.40 -0.558
C -0.62 -0.22 -1.99 -0.715
C -1.00 -0.09 -0.69 0.576
C -2.36 0.28 -0.36 -1.335
C -2.70 0.24 1.27 -0.986
C -1.62 0.88 2.00 -0.493
C -0.35 0.38 1.74 -0.553
C -0.11 0.11 0.25 0.543
C 1.32 -0.29 -0.07 -1.150
H 3.11 0.30 0.08 0.370
H 3.92 -1.62 -0.05 0.272
H 5.10 0.03 -0.95 0.268
H 1.16 -0.47 -3.56 0.177
H -1.42 -0.13 -2.70 0.399
H -2.74 1.12 -0.69 0.600
H -3.12 -0.36 -0.79 0.528
H -3.65 0.58 1.43 0.457
H -2.72 -0.88 1.58 0.265
H -1.69 2.00 1.53 0.174
H -1.73 1.23 3.06 0.358
H 0.44 0.79 2.41 0.392
H -0.22 -0.78 2.10 0.255
H 2.06 -0.23 0.77 0.405
O 2.85 -1.01 -1.85 -0.476


17
Properties=species:S:1:pos:R:3:mulliken_charge:R:1 method="wB97M-V/def2-TZVPD" gap_ev="5.5 / 7.2" homo_ha="-0.261 / -0.294"
C -0.57 0.27 0.49 0.411
C 0.88 1.73 -0.33 0.463
C 2.23 -1.25 -0.05 0.765
C -1.78 0.64 -0.03 -0.336
C 1.25 -0.62 -1.05 -0.643
N 0.50 0.47 -0.49 -0.038
N -2.96 0.20 0.52 -0.380
O 1.72 -1.66 1.02 -0.499
O -0.26 -0.23 1.59 -0.828
O 3.39 -1.32 -0.42 -0.592
S 0.86 3.22 0.06 -0.282
H -1.66 0.94 -1.00 0.425
H 0.50 -1.20 -1.40 0.316
H 1.86 -0.24 -1.84 0.347
H 0.87 -1.27 1.44 0.425
H -3.00 0.07 1.50 0.236
H -3.82 0.26 -0.02 0.211


6
Properties=species:S:1:pos:R:3:mulliken_charge:R:1 method="wB97M-V/def2-TZVPD" gap_ev="6.3 / 5.8" homo_ha="-0.316 / -0.301"
C -0.22 -0.90 -0.16 -0.307
S 0.58 0.40 -0.72 -0.056
I 2.88 1.16 0.76 -0.256
I -2.24 -0.93 0.67 0.116
I -1.15 2.07 -0.91 0.136
H 0.15 -1.80 0.36 0.368


Number 1: E_tot -168741.86221 eV. Number 2: E_tot -89041.06087 eV. Number 3: E_tot -13631.89694 eV. Number 4: E_tot -13674.54647 eV. Number 5: E_tot -25236.91191 eV. Number 6: E_tot -36188.13171 eV.